[1]
{"formula": "C4H9NO2S", "method": "the ωB97M-V functional and the def2-TZVPD basis", "de_lowest_kcal_mol": 57.9, "smiles": "C/C(=N\\O)SCCO", "multiplicity": 1, "fmax_ev_per_a": 1.99, "total_energy_ha": -761.1711, "homo_ha": -0.3243, "elements": ["C", "C", "C", "C", "H", "H", "H", "H", "H", "H", "H", "H", "H", "N", "O", "O", "S"], "xyz": [[2.513410, -0.841718, -0.241334], [1.094245, -0.328647, -0.039262], [-1.642579, -0.790901, 0.563669], [-2.369151, 0.169351, -0.360289], [2.540849, -1.862830, -0.514219], [3.077193, -0.699639, 0.741027], [3.030464, -0.275047, -1.047850], [-2.326823, -1.630423, 0.775410], [-1.419390, -0.318289, 1.526433], [-2.234429, -0.127994, -1.418409], [-3.414727, 0.135237, -0.151896], [-1.024865, 1.492329, -0.181908], [1.563666, 2.586429, 0.297873], [0.806772, 0.884190, 0.133244], [-1.979911, 1.512528, -0.182102], [1.925117, 1.686797, 0.155710], [-0.139834, -1.591366, -0.056100]], "atomic_forces_ev_per_a": [[0.51, 1.67, 0.96], [0.73, -1.22, -0.32], [-0.27, -0.40, 0.35], [0.67, 0.31, -0.72], [-0.16, -1.13, -0.12], [-0.60, -0.15, -1.36], [-0.37, -0.16, 0.71], [0.43, 0.10, -0.08], [-0.04, 0.03, -0.19], [-0.02, -0.09, 0.35], [-0.84, -0.08, 0.22], [0.84, 0.24, 0.10], [0.29, -0.79, -0.12], [-0.95, 0.28, 0.13], [-0.62, -0.04, -0.03], [0.34, 1.23, 0.11], [0.08, 0.20, 0.00]]}

---

[2]
{"formula": "C4H9NO3", "method": "the ωB97M-V functional and the def2-TZVPD basis", "de_lowest_kcal_mol": 20.9, "charge": -1, "multiplicity": 2, "fmax_ev_per_a": 1.54, "total_energy_ha": -438.2659, "homo_ha": [-0.0008, -0.1346], "elements": ["C", "N", "C", "C", "C", "O", "O", "H", "H", "H", "H", "H", "H", "H", "H", "H", "O"], "xyz": [[0.193767, -1.054264, 1.238903], [-0.713182, -0.873841, 0.242990], [-1.245427, -0.928456, -2.159163], [-0.268576, -0.450748, -1.064743], [-0.137677, 1.084503, -1.167861], [-0.480766, 1.932950, -0.273684], [0.006235, -1.194772, 2.429519], [1.202177, -0.915530, 0.818938], [-1.593785, -0.514396, 0.539027], [-2.205602, -0.448927, -2.000558], [-1.301880, -2.027267, -2.217527], [-0.852287, -0.532273, -3.094814], [0.735984, -0.867797, -1.215327], [0.345669, 1.417418, -2.114956], [2.343911, 1.459709, 1.731447], [1.649199, 1.981728, 0.457217], [2.084298, 1.214088, 0.838323]], "atomic_forces_ev_per_a": [[0.60, 1.05, -0.95], [0.33, -0.61, 0.70], [0.99, -0.12, 0.17], [-0.19, 1.41, -0.35], [0.11, -0.45, -0.95], [-0.04, 0.22, 0.66], [-0.55, -0.32, 0.31], [0.15, -0.59, 0.17], [-0.65, 0.20, 0.18], [-0.28, -0.16, 0.09], [-0.20, 0.12, 0.01], [-0.11, -0.13, -0.15], [-0.13, -0.40, -0.14], [-0.06, -0.13, 0.20], [-0.16, 0.06, -0.06], [-0.75, 0.02, -0.13], [0.94, -0.16, 0.26]]}

---

[3]
{"formula": "C4H9NO3", "method": "the ωB97M-V functional and the def2-TZVPD basis", "de_lowest_kcal_mol": 174.4, "smiles": "C=C[C@@](C)(N)OOO", "multiplicity": 1, "fmax_ev_per_a": 2.98, "total_energy_ha": -438.0511, "homo_ha": -0.3569, "elements": ["C", "C", "N", "O", "H", "H", "H", "H", "H", "C", "C", "O", "O", "H", "H", "H", "H"], "xyz": [[-0.300091, 1.165546, -1.624098], [-0.362943, 0.275976, -0.374651], [-0.815677, -1.048778, -0.772283], [-1.291403, 0.850944, 0.519214], [-0.128727, -1.471039, -1.390110], [-0.884258, -1.618969, 0.066125], [-0.144675, 2.212675, -1.342330], [0.512235, 0.864866, -2.294512], [-1.243235, 1.121701, -2.179723], [1.061025, 0.266847, 0.261080], [1.807480, -0.802794, 0.569683], [-0.682755, 0.558381, 1.902459], [-1.226993, -0.508827, 2.678695], [-2.060868, -0.623040, 2.191336], [1.486112, 1.257296, 0.408919], [2.838193, -0.681417, 0.888996], [1.436582, -1.819369, 0.491200]], "atomic_forces_ev_per_a": [[-0.46, 0.44, 0.01], [1.79, -0.67, -0.76], [-0.27, 0.15, 0.37], [0.69, -1.21, 2.64], [-0.11, 0.00, 0.11], [0.09, -0.17, -0.16], [0.12, -0.22, 0.04], [-0.13, -0.10, 0.25], [0.13, -0.13, 0.15], [0.20, -0.44, -0.15], [-0.58, 0.75, -0.52], [-0.17, 1.95, -0.83], [-0.77, -0.14, -1.66], [-0.29, -0.25, 0.53], [-0.04, -0.04, -0.04], [-0.21, 0.02, 0.12], [0.01, 0.07, -0.10]]}

---

[4]
{"formula": "C4H9NO3", "method": "the ωB97M-V functional and the def2-TZVPD basis", "de_lowest_kcal_mol": 202.8, "multiplicity": 1, "fmax_ev_per_a": 5.43, "total_energy_ha": -438.0060, "homo_ha": -0.2949, "elements": ["C", "O", "C", "C", "C", "O", "O", "N", "H", "H", "H", "H", "H", "H", "H", "H", "H"], "xyz": [[-1.306013, 0.627805, -0.613958], [-1.767323, 1.547404, 0.382513], [-0.355929, -0.583068, 0.008565], [0.901687, -0.705819, -0.707042], [1.990199, 0.089961, -0.287933], [3.189676, -0.214136, -0.907446], [2.073147, 0.920676, 0.624320], [-0.203223, -0.407257, 1.450346], [-2.121149, 0.068843, -1.112035], [-0.713253, 1.083007, -1.388912], [-0.866367, -1.525104, -0.140028], [-2.886053, -0.840473, 0.710629], [1.205072, -1.442055, -1.438408], [3.825448, 0.408168, -0.489747], [0.550895, 0.298878, 1.555516], [-2.473444, 0.713510, 0.466291], [-1.043365, -0.040337, 1.887322]], "atomic_forces_ev_per_a": [[1.10, 1.60, -1.07], [-1.32, -4.79, -2.21], [1.38, -1.32, 0.77], [-1.16, 0.50, 0.76], [3.73, 1.11, 1.61], [-0.75, 0.41, 0.03], [-1.09, -0.59, -0.96], [0.99, 1.22, -0.61], [0.01, -0.20, 0.59], [0.20, 0.73, -0.02], [-1.23, -0.24, -0.25], [0.08, 0.43, -0.22], [-0.84, 0.07, -0.42], [-0.36, -0.50, -0.32], [-0.70, -0.52, 0.40], [-0.02, 2.29, 2.12], [-0.02, -0.19, -0.20]]}

---

[5]
{"formula": "C4H9NO3", "method": "the ωB97M-V functional and the def2-TZVPD basis", "de_lowest_kcal_mol": 21.9, "smiles": "CCC(=O)NC=O.O", "multiplicity": 1, "fmax_ev_per_a": 2.67, "total_energy_ha": -438.2941, "homo_ha": -0.3914, "elements": ["O", "C", "N", "C", "O", "C", "C", "H", "H", "H", "H", "H", "H", "H", "H", "H", "O"], "xyz": [[-0.135445, -1.449477, -0.840841], [-0.388186, -0.266501, -0.732829], [0.675566, 0.610494, -1.005970], [0.701327, 1.976959, -0.737929], [1.758058, 2.549534, -0.671737], [-1.528350, 0.219967, 0.086631], [-1.182987, 0.057827, 1.584178], [1.609449, 0.178608, -1.156755], [-0.267867, 2.420219, -0.531039], [-2.333985, -0.498205, 0.051222], [-1.803755, 1.229302, -0.055388], [-0.412558, 0.597600, 2.146190], [-2.089971, 0.141104, 2.204553], [-0.894435, -1.008212, 1.712643], [2.588655, -2.215246, -0.074399], [1.364076, -2.208856, -0.976122], [2.340414, -2.335123, -1.002414]], "atomic_forces_ev_per_a": [[-1.40, -0.19, -0.45], [2.48, -0.06, 1.00], [-0.37, 0.19, -0.15], [1.11, -0.99, 0.25], [-0.38, 0.45, -0.16], [0.16, -0.44, 1.40], [0.16, -1.75, 1.34], [-0.98, 0.21, -0.05], [-0.25, 0.31, -0.10], [-0.45, 0.20, -0.94], [-0.67, 0.88, -0.69], [0.06, 0.52, -0.94], [0.13, 0.22, -0.46], [-0.10, 0.51, -0.03], [0.13, -0.17, -0.29], [0.67, -0.09, -0.23], [-0.27, 0.21, 0.49]]}

---

[6]
{"formula": "C4H9NO3", "method": "the ωB97M-V functional and the def2-TZVPD basis", "de_lowest_kcal_mol": 2.4, "smiles": "CC(=O)O.CC(N)=O", "multiplicity": 1, "fmax_ev_per_a": 3.50, "total_energy_ha": -438.3252, "homo_ha": -0.3501, "elements": ["C", "C", "N", "O", "H", "H", "H", "H", "H", "O", "C", "O", "C", "H", "H", "H", "H"], "xyz": [[0.087957, -2.442435, -1.257083], [0.272225, -2.133669, 0.189762], [1.292761, -1.281256, 0.415734], [-0.351977, -2.663223, 1.118807], [0.957396, -3.005273, -1.605203], [-0.043666, -1.507148, -1.829432], [-0.820041, -3.038099, -1.335594], [1.410394, -0.514650, -0.237336], [1.400176, -1.082197, 1.406866], [0.786378, 1.486290, -0.580320], [-0.075967, 2.189290, -0.019452], [-0.268005, 3.528670, -0.271195], [-1.093916, 1.737964, 1.053198], [0.397046, 3.825134, -0.931390], [-1.160222, 2.489769, 1.866364], [-0.709606, 0.777730, 1.440348], [-2.080938, 1.633097, 0.575919]], "atomic_forces_ev_per_a": [[-0.89, 0.00, -0.26], [-0.56, -0.90, 1.30], [0.34, 0.55, 0.75], [0.62, 0.49, -1.29], [-0.16, 0.15, -0.13], [0.24, -0.44, 0.09], [0.12, -0.06, -0.26], [0.17, -0.08, 0.28], [0.12, 0.26, -0.39], [-2.34, 2.22, 1.37], [0.81, -0.50, -0.50], [0.96, -1.13, -0.45], [1.11, -0.09, -0.39], [-0.42, -0.33, 0.38], [0.06, -0.44, -0.61], [-0.56, 0.39, -0.13], [0.38, -0.08, 0.23]]}